A structure of composition C32H54BFeN9S8. Source: the Open Molecules 2025 dataset; level of theory: wB97M-V/def2-TZVPD.

The value obtained for the energy relative to the best compared isomer or geometry (same formula, charge and spin) is 2.1 kcal per mole. The LUMO energy (spin up / spin down) is 0.0853 / 0.0492 Eh. Its highest occupied orbital energy (spin up / spin down) is -0.1670 / -0.1798 Ha. For the orbital gap (spin up / spin down), the calculation gives 6.866 / 6.231 eV.

Structure (ORCA input):
```
! RIJCOSX wB97M-V def2-TZVPD def2/J DEFGRID3
* xyz -1 6
Fe 1.06 0.29 0.61
C -3.99 3.23 3.75
C -3.31 2.49 2.60
C -4.35 2.22 1.52
C -2.16 3.36 2.07
N -2.77 1.19 3.10
C -2.92 0.71 4.40
C -2.39 -0.52 4.44
N -1.91 -0.82 3.18
B -1.32 -2.22 2.91
N 0.12 -2.38 3.45
C 0.57 -3.64 3.79
C 1.87 -3.55 4.07
N 2.24 -2.22 3.91
C 1.16 -1.51 3.51
S 1.05 0.17 3.16
C 3.69 -1.85 4.09
C 4.13 -2.37 5.46
C 4.48 -2.53 2.97
C 3.95 -0.35 4.05
N -1.49 -2.64 1.42
C -2.76 -3.00 1.01
C -2.69 -3.34 -0.29
N -1.37 -3.20 -0.68
C -0.63 -2.77 0.39
S 1.03 -2.37 0.44
C -0.98 -3.64 -2.06
C -1.34 -5.12 -2.20
C -1.78 -2.79 -3.05
C 0.51 -3.49 -2.37
C -2.15 0.23 2.35
S -1.67 0.35 0.71
H -4.35 4.18 3.36
H -3.29 3.45 4.56
H -4.84 2.68 4.15
H -4.77 3.17 1.18
H -5.15 1.59 1.91
H -3.89 1.72 0.67
H -2.56 4.33 1.78
H -1.69 2.90 1.21
H -1.40 3.50 2.84
H -3.37 1.29 5.19
H -2.29 -1.21 5.26
H -2.00 -3.00 3.55
H -0.09 -4.49 3.78
H 2.57 -4.32 4.35
H 4.15 -3.46 5.51
H 3.48 -1.99 6.24
H 5.15 -2.02 5.66
H 4.34 -3.61 2.98
H 5.54 -2.30 3.09
H 4.16 -2.15 2.00
H 3.33 0.20 4.76
H 3.78 0.07 3.06
H 5.00 -0.20 4.31
H -3.61 -2.93 1.67
H -3.47 -3.65 -0.96
H -2.42 -5.29 -2.13
H -0.86 -5.70 -1.41
H -1.00 -5.49 -3.16
H -2.85 -2.94 -2.96
H -1.48 -3.05 -4.07
H -1.56 -1.73 -2.89
H 1.13 -4.05 -1.69
H 0.83 -2.45 -2.35
H 0.65 -3.87 -3.39
S 6.17 0.71 -0.22
C 4.64 0.87 0.42
S 3.39 -0.26 0.20
S 4.55 2.26 1.36
C -1.94 2.80 -5.62
C -3.03 1.88 -5.05
C -2.54 0.91 -3.97
C -2.22 1.54 -2.61
N -0.98 2.29 -2.60
C 0.24 1.76 -2.38
S 0.46 0.11 -2.02
N 1.25 2.63 -2.50
C 2.66 2.38 -2.21
C 3.56 3.01 -3.26
C 3.65 2.25 -4.58
C 2.33 2.08 -5.34
H -2.33 3.41 -6.44
H -1.11 2.20 -6.01
H -1.53 3.47 -4.87
H -3.46 1.30 -5.86
H -3.84 2.49 -4.64
H -1.63 0.40 -4.32
H -3.30 0.14 -3.81
H -2.18 0.75 -1.86
H -3.02 2.23 -2.32
H -1.05 3.29 -2.42
H 0.98 3.61 -2.50
H 2.81 1.30 -2.17
H 2.88 2.78 -1.22
H 4.56 3.06 -2.82
H 3.24 4.05 -3.44
H 4.07 1.26 -4.38
H 4.37 2.76 -5.23
H 1.65 1.41 -4.81
H 2.51 1.65 -6.33
H 1.82 3.03 -5.47
S 1.20 2.76 1.08
C 0.35 3.79 0.09
N -0.21 4.54 -0.61
*
```

Atomic partial charges in e from the Mulliken method, atoms 1 to 99: 1.4266, -2.3812, 1.4141, -1.5115, -0.7562, 0.5762, -0.3450, -1.3420, 0.2100, 1.2535, -0.2982, -1.3918, -0.2794, 0.6342, 0.1241, -0.3828, 1.5625, -1.8111, -1.3027, -2.1055, -0.0882, -1.3161, -0.4066, 0.8618, 0.0104, -0.1719, 1.4488, -1.8806, -1.5397, -2.1722, -0.8798, 0.3838, 0.4538, 0.4816, 0.5156, 0.4864, 0.3971, 0.0970, 0.4532, -0.4890, 0.4349, 0.4969, 0.5895, -0.2847, 0.5742, 0.5013, 0.3970, 0.3731, 0.4715, 0.3322, 0.4429, 0.1480, 0.3900, 0.2376, 0.5665, 0.5740, 0.5298, 0.3779, 0.3712, 0.4497, 0.3704, 0.5375, 0.2546, 0.5071, 0.3079, 0.5551, -0.2770, 0.0480, -0.3306, -0.1455, -1.0448, -0.7537, -0.4925, 0.0116, 0.3262, -1.3930, 0.0766, 0.4396, -0.2584, -1.0824, -0.5936, -0.8813, 0.4345, 0.2413, 0.2097, 0.3507, 0.3113, 0.2004, 0.4054, -0.6421, 0.5962, 0.4716, 0.4282, 0.3201, -0.0329, 0.4027, 0.3699, 0.2836, 0.3950

=====

The molecule C6H8N2. Source: the Open Molecules 2025 dataset; level of theory: wB97M-V/def2-TZVPD.

The value obtained for the energy relative to the best compared isomer or geometry (same formula, charge and spin) is 117.6 kcal per mole. The LUMO energy is 0.0323 Eh. Its highest occupied orbital energy is -0.3212 Ha. For the orbital gap, the calculation gives 9.620 eV.

Structure (ORCA input):
```
! RIJCOSX wB97M-V def2-TZVPD def2/J DEFGRID3
* xyz 0 1
C 2.75 -0.91 -0.03
C 1.67 -0.36 -0.01
C 0.41 0.23 0.21
C 0.47 1.72 0.09
C -0.69 -0.22 1.27
C -1.98 -0.64 0.38
N -1.84 -0.41 -0.83
N -0.48 -0.14 -1.17
H 3.77 -1.35 -0.25
H 1.23 1.97 -0.82
H -0.55 2.23 -0.32
H 0.61 2.27 1.03
H -0.19 -0.87 2.12
H -1.02 0.79 1.88
H -2.99 -0.73 0.74
H -0.36 0.68 -1.90
*
```

Listed below, in e, are the Mulliken charges computed for each atom: 0.0137, -1.2384, 1.6547, -1.5479, -0.5962, -0.2243, -0.4287, -0.3547, 0.3971, 0.3078, 0.3332, 0.3898, 0.3377, 0.2343, 0.4121, 0.3098

=====

The molecule C5H4N2S. Source: the Open Molecules 2025 dataset; level of theory: wB97M-V/def2-TZVPD.

The value obtained for the energy relative to the best compared isomer or geometry (same formula, charge and spin) is 53.7 kcal per mole. The LUMO energy is 0.0234 Eh. Its highest occupied orbital energy is -0.3035 Ha. For the orbital gap, the calculation gives 8.897 eV.

Structure (ORCA input):
```
! RIJCOSX wB97M-V def2-TZVPD def2/J DEFGRID3
* xyz 0 1
C 2.23 -1.72 1.09
C 1.41 -1.13 0.35
C 0.66 -0.19 -0.42
N 0.76 0.35 -1.68
C -0.26 1.24 -1.92
N -1.05 1.27 -0.90
C -0.53 0.37 -0.01
S -1.43 -0.10 1.54
H 2.72 -2.63 1.62
H 1.67 0.22 -2.20
H -0.37 1.92 -2.70
H -0.20 -0.63 2.07
*
```

Listed below, in e, are the Mulliken charges computed for each atom: -0.2543, -0.7734, 0.6985, -0.1118, -0.2047, -0.5754, 0.2816, -0.2366, 0.3319, 0.2690, 0.4422, 0.1330

=====

A cluster of 2 separate species, C2H5IN2O2 in total. Source: the Open Molecules 2025 dataset; level of theory: wB97M-V/def2-TZVPD.

The value obtained for the energy relative to the best compared isomer or geometry (same formula, charge and spin) is 58.3 kcal per mole. The LUMO energy is 0.0201 Eh. Its highest occupied orbital energy is -0.3333 Ha. For the orbital gap, the calculation gives 9.618 eV.

Structure (ORCA input):
```
! RIJCOSX wB97M-V def2-TZVPD def2/J DEFGRID3
* xyz 0 1
O 1.39 -0.34 -1.46
N 1.56 0.24 -0.19
N 1.97 -0.39 0.75
O 2.51 -1.68 0.56
H 1.55 0.31 -2.16
H 2.35 -2.03 1.42
C -1.47 0.61 0.16
C -1.58 -0.70 0.32
I -3.13 -1.83 -0.46
H -0.73 1.21 0.50
H -2.21 1.13 -0.36
H -0.83 -1.05 1.01
*
```

Listed below, in e, are the Mulliken charges computed for each atom: -0.3429, -0.0335, -0.0661, -0.3171, 0.3713, 0.3832, -0.7775, -0.3021, 0.0655, 0.3470, 0.2888, 0.3832

=====

The molecule C9H18FP. Source: the Open Molecules 2025 dataset; level of theory: wB97M-V/def2-TZVPD.

The value obtained for the energy relative to the best compared isomer or geometry (same formula, charge and spin) is 0.0 kcal per mole. The LUMO energy is 0.0209 Eh. Its highest occupied orbital energy is -0.2705 Ha. For the orbital gap, the calculation gives 7.929 eV.

Structure (ORCA input):
```
! RIJCOSX wB97M-V def2-TZVPD def2/J DEFGRID3
* xyz 0 1
C 0.10 -2.25 3.33
C 0.54 -1.98 1.90
C -0.39 -0.91 1.47
C -0.09 -0.15 0.13
C -1.30 0.12 -0.72
C -0.76 0.13 -2.21
C -0.11 1.50 -2.32
C 0.05 1.85 -3.78
P 1.21 1.54 -1.12
F 1.36 3.17 -1.18
C 0.54 1.27 0.42
H 0.67 -3.07 3.66
H -1.00 -2.46 3.34
H 0.26 -1.28 3.86
H 0.41 -2.85 1.30
H 1.61 -1.88 1.87
H -0.35 -0.11 2.15
H -1.33 -1.39 1.27
H 0.66 -0.67 -0.51
H -1.57 1.12 -0.66
H -2.18 -0.55 -0.50
H 0.04 -0.65 -2.39
H -1.63 -0.03 -2.89
H -0.85 2.01 -4.40
H 0.62 1.03 -4.18
H 0.59 2.81 -3.75
H 2.58 1.47 -0.62
H -0.14 1.98 0.86
H 1.33 1.14 1.17
*
```

Listed below, in e, are the Mulliken charges computed for each atom: -1.2218, -0.3362, -1.2970, 0.0387, -0.6914, -0.9830, 0.1883, -1.3635, 0.3831, -0.3547, -1.0625, 0.4444, 0.2722, 0.3053, 0.3581, 0.4029, 0.4433, 0.3008, 0.4892, 0.4688, 0.4414, 0.3814, 0.4036, 0.3659, 0.3149, 0.3366, 0.0535, 0.4627, 0.4551

=====

The molecule C3HNOS. Source: the Open Molecules 2025 dataset; level of theory: wB97M-V/def2-TZVPD.

The value obtained for the energy relative to the best compared isomer or geometry (same formula, charge and spin) is 1.6 kcal per mole. The LUMO energy is -0.0853 Eh. Its highest occupied orbital energy is -0.3706 Ha. For the orbital gap, the calculation gives 7.764 eV.

Structure (ORCA input):
```
! RIJCOSX wB97M-V def2-TZVPD def2/J DEFGRID3
* xyz 0 1
N 2.09 -1.23 -0.50
C 1.23 -0.46 -0.60
C 0.14 0.54 -0.78
O 0.18 1.29 -1.71
C -0.96 0.56 0.24
S -1.05 -0.44 1.50
H -1.70 1.36 0.01
*
```

Listed below, in e, are the Mulliken charges computed for each atom: -0.2954, 0.0880, 0.7053, -0.4162, -0.2650, -0.1362, 0.3197

=====

Total energy (hartree)
-6218.96153, -342.74660, -700.53038, -636.71166, -794.80689, -643.03815